Entry from the OMol25 dataset: a cluster of 21 separate species, C73H95F11N6O37 in total at a distorted geometry (wB97M-V/def2-TZVPD).

```
! wB97M-V def2-TZVPD RIJCOSX def2/J DEFGRID3
* xyz 0 1
C -2.27 -3.07 3.45
C -2.75 -4.19 2.59
C -3.82 -3.59 1.71
O -3.80 -2.20 1.89
C -3.26 -1.89 3.18
H -1.26 -2.70 3.25
H -2.26 -3.43 4.48
H -3.22 -4.97 3.19
H -2.05 -4.77 1.99
H -4.84 -3.95 1.86
H -3.56 -3.77 0.67
H -4.01 -1.70 3.95
H -2.86 -0.89 3.03
C 5.48 -1.70 -0.92
C 6.36 -2.78 -0.23
C 5.36 -3.55 0.64
O 4.37 -2.61 0.99
C 4.58 -1.41 0.21
H 4.88 -2.20 -1.68
H 6.06 -0.84 -1.24
H 7.11 -2.29 0.39
H 6.80 -3.46 -0.96
H 5.78 -4.07 1.51
H 4.94 -4.30 -0.03
H 5.07 -0.74 0.91
H 3.60 -1.05 -0.08
C -4.57 5.84 -0.86
C -5.03 7.10 -1.51
C -5.40 7.96 -0.27
O -5.78 7.00 0.69
C -5.06 5.79 0.56
H -3.48 5.75 -0.91
H -4.95 4.98 -1.41
H -5.86 6.90 -2.18
H -4.22 7.56 -2.08
H -6.22 8.64 -0.51
H -4.50 8.56 -0.11
H -5.69 4.95 0.86
H -4.23 5.78 1.27
C -6.57 -4.32 -1.85
C -6.90 -4.01 -3.26
C -7.67 -2.70 -3.06
O -6.95 -2.04 -2.05
C -6.45 -2.97 -1.22
H -5.66 -4.92 -1.79
H -7.40 -4.83 -1.35
H -7.31 -4.76 -3.94
H -5.96 -3.82 -3.79
H -8.72 -2.85 -2.80
H -7.79 -2.06 -3.94
H -6.87 -2.97 -0.22
H -5.42 -2.69 -1.00
N 2.28 2.54 2.04
C 1.34 2.31 2.97
C 1.28 3.52 3.76
C 2.09 4.43 3.17
C 2.63 3.90 2.05
H 2.69 1.81 1.47
H 0.81 1.37 3.07
H 0.61 3.61 4.60
H 2.35 5.42 3.52
H 3.36 4.21 1.31
N 2.76 -3.18 3.34
C 1.41 -3.28 3.23
C 0.90 -4.03 4.34
C 1.98 -4.23 5.19
C 3.05 -3.67 4.57
H 3.43 -2.75 2.72
H 1.03 -2.88 2.30
H -0.14 -4.31 4.49
H 1.94 -4.58 6.21
H 4.06 -3.57 4.94
N -1.21 0.55 0.46
C -0.88 -0.77 0.55
C 0.44 -0.91 0.17
C 0.92 0.39 -0.04
C -0.16 1.29 0.15
H -2.13 0.90 0.66
H -1.51 -1.55 0.94
H 0.98 -1.85 0.19
H 1.91 0.68 -0.35
H -0.20 2.36 0.01
N -4.73 0.26 0.78
C -4.69 0.64 -0.57
C -4.16 1.89 -0.72
C -3.76 2.28 0.63
C -4.20 1.33 1.53
H -5.02 -0.62 1.18
H -5.05 -0.07 -1.30
H -3.84 2.25 -1.69
H -3.24 3.20 0.82
H -4.28 1.21 2.60
N 2.46 -2.89 -3.84
C 1.53 -2.79 -4.84
C 0.66 -1.73 -4.45
C 1.00 -1.27 -3.19
C 2.06 -2.07 -2.79
H 3.21 -3.56 -3.92
H 1.75 -3.40 -5.70
H -0.08 -1.37 -5.15
H 0.58 -0.53 -2.54
H 2.60 -2.03 -1.86
N -1.80 0.79 -5.46
C -2.82 -0.01 -5.22
C -2.93 -0.32 -3.90
C -1.96 0.46 -3.31
C -1.24 1.20 -4.23
H -1.48 1.12 -6.36
H -3.40 -0.40 -6.04
H -3.59 -1.01 -3.40
H -1.88 0.57 -2.24
H -0.45 1.92 -4.22
C -1.06 6.58 1.08
C -0.56 5.17 0.76
O 0.64 5.47 0.10
C 1.02 6.72 0.24
O 2.08 7.22 -0.11
O 0.11 7.39 0.95
F -1.47 4.53 0.07
H -1.50 6.72 2.07
H -1.91 6.83 0.45
H -0.32 4.61 1.66
C 1.13 -7.24 3.53
C 1.81 -6.82 2.22
O 0.85 -7.21 1.33
C -0.35 -7.14 1.89
O -1.40 -7.24 1.29
O -0.21 -7.15 3.19
F 2.85 -7.63 2.12
H 1.38 -6.63 4.40
H 1.35 -8.30 3.70
H 2.11 -5.78 2.17
C 4.60 1.11 4.11
C 6.06 1.28 4.29
O 6.44 -0.10 4.35
C 5.46 -0.81 4.92
O 5.59 -1.81 5.59
O 4.25 -0.18 4.66
F 6.40 1.92 5.37
H 4.38 1.09 3.05
H 4.00 1.92 4.54
H 6.40 1.76 3.37
C 1.60 -7.98 -1.65
C 2.61 -6.86 -1.70
O 2.32 -6.27 -2.97
C 1.72 -7.13 -3.80
O 1.55 -6.84 -4.99
O 1.44 -8.23 -3.04
F 3.93 -7.20 -1.73
H 0.61 -7.66 -1.32
H 2.02 -8.88 -1.19
H 2.48 -6.07 -0.96
C 0.95 4.41 -3.21
C 2.37 3.83 -3.07
O 2.83 3.98 -4.42
C 1.71 4.03 -5.26
O 1.77 4.08 -6.47
O 0.61 3.97 -4.54
F 2.32 2.55 -2.67
H 0.98 5.50 -3.21
H 0.12 4.05 -2.60
H 2.91 4.43 -2.34
C 4.38 -0.01 -4.40
C 3.31 0.42 -5.43
O 3.84 1.41 -6.20
C 4.99 1.76 -5.62
O 5.69 2.70 -6.07
O 5.29 1.04 -4.51
F 2.28 0.86 -4.71
H 4.79 -1.00 -4.56
H 3.89 -0.02 -3.43
H 3.01 -0.43 -6.04
C 6.61 3.01 -1.95
C 6.25 4.28 -1.11
O 5.28 3.75 -0.24
C 5.50 2.47 -0.05
O 4.99 1.78 0.79
O 6.36 1.98 -0.98
F 5.57 5.18 -1.86
H 7.65 3.03 -2.27
H 5.83 2.92 -2.70
H 7.05 4.79 -0.57
C 1.76 -1.19 6.78
C 0.89 -0.75 5.67
O 0.69 0.65 5.91
C 1.14 0.97 7.21
O 1.05 2.11 7.75
O 1.56 -0.14 7.76
F -0.30 -1.32 5.69
H 2.80 -1.29 6.46
H 1.31 -2.05 7.27
H 1.39 -0.85 4.71
C -1.35 -3.21 -2.22
C -0.33 -4.27 -1.85
O -1.14 -5.46 -1.79
C -2.38 -5.10 -1.56
O -3.32 -5.87 -1.26
O -2.49 -3.71 -1.58
F 0.20 -3.94 -0.66
H -1.52 -3.09 -3.29
H -1.04 -2.20 -1.96
H 0.44 -4.38 -2.61
C -2.10 2.07 5.49
C -2.93 3.03 6.26
O -3.10 4.07 5.33
C -2.63 3.74 4.15
O -2.59 4.45 3.16
O -2.22 2.47 4.17
F -2.26 3.53 7.30
H -2.48 1.07 5.66
H -1.10 2.12 5.92
H -3.89 2.64 6.59
C -3.15 4.30 -4.51
C -4.68 4.39 -4.49
O -4.87 5.76 -4.26
C -3.80 6.46 -4.75
O -3.78 7.67 -4.97
O -2.77 5.65 -4.90
F -5.13 3.69 -3.52
H -2.60 3.58 -5.12
H -2.85 4.06 -3.49
H -5.03 3.93 -5.41
*
```

Computed properties:
LUMO, eV: -0.13
Gap between HOMO and LUMO, eV: 8.13

***

Entry from the OMol25 dataset: a cluster of 2 separate species, C6H10O in total (wB97M-V/def2-TZVPD).

```
! wB97M-V def2-TZVPD RIJCOSX def2/J DEFGRID3
* xyz 0 1
O -1.37 0.78 1.43
C -0.66 0.61 0.47
C 0.33 1.66 0.01
C 1.63 1.05 -0.47
C 1.80 -0.26 -0.64
C 0.73 -1.28 -0.41
C -0.67 -0.65 -0.37
H -0.14 2.24 -0.80
H 0.50 2.36 0.83
H 2.45 1.74 -0.66
H 2.78 -0.62 -0.96
H 0.92 -1.81 0.53
H 0.76 -2.04 -1.20
H -1.42 -1.34 0.02
H -0.96 -0.36 -1.39
H -3.60 -1.30 1.83
H -3.07 -0.78 1.79
*
```

Computed properties:
Energy above the lowest of the compared OMol25 structures with the same formula, charge and spin, eV: 0.867
LUMO, eV: 0.87
Gap between HOMO and LUMO, eV: 10.28
Structure (SMILES): O=C1CC=CCC1.[H][H]

***

Entry from the OMol25 dataset: a cluster of 17 separate species, C17H68O17 in total at a distorted geometry (wB97M-V/def2-TZVPD).

```
! wB97M-V def2-TZVPD RIJCOSX def2/J DEFGRID3
* xyz 0 1
C 3.45 0.29 0.18
O 3.45 -0.47 -0.92
H 3.07 1.26 -0.03
H 4.48 0.45 0.56
H 2.83 -0.25 0.94
H 2.53 -0.55 -1.18
C 2.14 1.97 -2.82
O 1.82 1.48 -4.06
H 3.09 1.67 -2.48
H 1.45 1.62 -2.05
H 2.07 3.05 -2.79
H 2.49 1.91 -4.61
C 2.68 2.39 2.84
O 3.62 3.10 2.06
H 2.87 2.35 3.89
H 2.54 1.49 2.33
H 1.69 2.86 2.85
H 3.96 3.77 2.61
C -0.81 -5.43 -0.11
O -0.29 -4.12 -0.03
H -0.12 -6.18 -0.45
H -1.62 -5.51 -0.94
H -1.13 -5.70 0.89
H 0.62 -4.10 -0.30
C 0.55 -1.41 -4.56
O 0.93 -0.62 -5.67
H 0.65 -0.71 -3.76
H 1.13 -2.32 -4.42
H -0.49 -1.57 -4.65
H 1.87 -0.37 -5.72
C -1.50 -2.14 2.67
O -1.32 -3.46 3.02
H -2.52 -1.78 2.79
H -1.03 -1.87 1.65
H -0.90 -1.57 3.36
H -0.53 -3.77 2.62
C -2.36 4.00 -0.17
O -1.55 2.85 -0.05
H -3.33 3.90 0.30
H -2.43 4.25 -1.28
H -1.84 4.85 0.30
H -0.61 3.08 -0.17
C 2.52 -2.72 1.42
O 1.67 -3.14 2.52
H 1.99 -2.47 0.57
H 3.03 -3.58 1.13
H 3.31 -2.05 1.62
H 1.40 -2.33 2.98
C 0.83 4.53 0.86
O 1.15 3.40 0.21
H 0.01 4.56 1.61
H 0.52 5.30 0.12
H 1.60 4.98 1.34
H 2.10 3.40 0.07
C -3.79 0.93 1.96
O -2.90 0.14 1.26
H -4.78 0.98 1.55
H -3.45 1.93 1.98
H -3.93 0.56 2.98
H -3.21 0.21 0.35
C -2.41 -2.16 -1.27
O -1.45 -2.19 -2.17
H -3.18 -1.43 -1.56
H -2.09 -1.85 -0.28
H -2.94 -3.18 -1.22
H -1.87 -2.50 -2.95
C 2.14 -0.69 4.37
O 1.31 -0.60 3.27
H 2.94 -1.28 3.96
H 1.83 -1.06 5.31
H 2.52 0.31 4.52
H 0.47 -0.20 3.51
C -4.93 1.98 -1.11
O -3.78 1.13 -1.09
H -5.87 1.39 -1.29
H -4.79 2.75 -1.89
H -5.16 2.55 -0.22
H -3.00 1.63 -0.98
C 2.12 -3.60 -1.99
O 2.34 -4.80 -1.19
H 2.49 -3.82 -2.93
H 2.64 -2.78 -1.51
H 1.08 -3.34 -2.16
H 2.16 -5.54 -1.80
C 0.30 -0.03 -0.06
O 0.76 -0.78 -1.14
H 0.34 1.08 -0.17
H 0.65 -0.25 0.95
H -0.76 -0.14 -0.19
H 0.13 -1.43 -1.28
C -1.55 1.17 -3.03
O -0.97 1.12 -4.30
H -2.59 1.34 -3.20
H -1.03 1.91 -2.36
H -1.44 0.22 -2.55
H -0.03 1.20 -4.29
C -0.84 2.09 2.90
O -1.23 0.73 3.24
H -0.39 2.03 1.91
H -0.06 2.38 3.60
H -1.68 2.88 2.92
H -1.84 0.41 2.61
*
```

Computed properties:
Energy above the lowest of the compared OMol25 structures with the same formula, charge and spin, eV: 3.938
LUMO, eV: 0.25
Gap between HOMO and LUMO, eV: 9.17

***

Entry from the OMol25 dataset: a cluster of 2 separate species, C2HCl6P in total at a distorted geometry (wB97M-V/def2-TZVPD).

```
! wB97M-V def2-TZVPD RIJCOSX def2/J DEFGRID3
* xyz 0 1
C -1.60 -0.28 0.21
C 2.01 -0.08 -0.46
P -0.49 0.70 1.32
Cl -1.01 -2.02 0.56
Cl -3.25 -0.05 0.67
Cl 1.07 -0.11 -1.88
Cl 3.10 1.24 -0.31
Cl 2.40 -1.57 0.27
Cl -0.89 2.45 0.54
H -1.34 -0.28 -0.93
*
```

Computed properties:
Energy above the lowest of the compared OMol25 structures with the same formula, charge and spin, eV: 1.526
LUMO (spin up / spin down), eV: -1.34 / -0.90
Gap between HOMO and LUMO (spin up / spin down), eV: 7.30 / 7.59

***

Entry from the OMol25 dataset: a structure of composition C22H51BClNO11S5Sb at a distorted geometry (wB97M-V/def2-TZVPD).

```
! wB97M-V def2-TZVPD RIJCOSX def2/J DEFGRID3
* xyz -1 1
C -1.45 -3.95 0.71
C -2.31 -2.75 0.31
C -2.08 -2.23 -1.12
C -1.50 -0.82 -1.32
C -2.25 0.26 -0.55
Sb 0.66 -0.61 -0.98
Cl 0.99 -0.09 -3.54
C 1.12 -2.80 -1.56
S 2.77 -3.01 -1.98
O 3.55 -3.18 -0.77
O 2.96 -3.94 -3.07
B 0.72 -1.05 1.30
N 1.70 -2.00 1.86
O -0.14 -0.40 2.19
H -1.95 -4.56 1.47
H -0.49 -3.65 1.13
H -1.25 -4.61 -0.14
H -2.18 -1.95 1.04
H -3.36 -3.06 0.38
H -1.46 -2.95 -1.67
H -3.05 -2.23 -1.63
H -1.59 -0.58 -2.38
H -1.69 1.19 -0.54
H -3.19 0.46 -1.08
H -2.50 -0.02 0.48
H 2.40 -0.37 -0.90
H 0.43 1.11 -0.72
H 0.52 -3.04 -2.44
H 0.90 -3.49 -0.74
H 3.08 -1.78 -2.47
H 2.56 -1.88 1.32
H 1.47 -2.97 1.63
H 0.10 0.51 2.33
C -0.99 5.67 -3.14
C 0.31 4.90 -2.89
C -0.04 3.61 -2.15
S -1.71 3.20 -2.67
O -2.60 3.33 -1.53
O -1.75 2.02 -3.49
C -1.97 4.65 -3.70
H -0.84 6.51 -3.83
H -1.37 6.08 -2.20
H 0.79 4.67 -3.85
H 1.01 5.47 -2.28
H 0.61 2.77 -2.40
H -0.05 3.74 -1.07
H -3.02 4.93 -3.62
H -1.72 4.37 -4.72
C 1.86 -1.60 5.19
C 2.62 -1.22 6.47
C 2.33 0.26 6.74
S 0.69 0.58 6.04
O 0.84 1.54 4.96
O -0.25 0.86 7.09
C 0.45 -1.05 5.35
H 1.84 -2.68 5.03
H 2.32 -1.16 4.31
H 2.26 -1.82 7.31
H 3.69 -1.40 6.37
H 2.29 0.52 7.79
H 3.02 0.92 6.21
H -0.09 -0.94 4.41
H -0.14 -1.61 6.08
C 4.53 6.54 1.83
C 3.34 5.90 2.57
C 2.17 5.83 1.57
S 2.92 5.70 -0.06
O 2.59 6.88 -0.82
O 2.67 4.40 -0.62
C 4.62 5.82 0.49
H 5.45 6.44 2.40
H 4.34 7.60 1.67
H 3.60 4.89 2.89
H 3.06 6.47 3.45
H 1.53 4.96 1.71
H 1.57 6.74 1.56
H 5.18 6.35 -0.28
H 4.99 4.80 0.60
C -2.65 -5.45 -4.03
C -3.39 -6.79 -4.11
C -4.30 -6.88 -2.88
S -4.71 -5.17 -2.45
O -4.13 -4.88 -1.16
O -6.11 -4.92 -2.68
C -3.71 -4.40 -3.71
H -2.13 -5.21 -4.96
H -1.90 -5.47 -3.23
H -3.99 -6.82 -5.02
H -2.70 -7.63 -4.13
H -5.24 -7.41 -3.05
H -3.80 -7.29 -2.01
H -3.32 -3.47 -3.30
H -4.36 -4.20 -4.57
*
```

Computed properties:
LUMO, eV: 1.94
Gap between HOMO and LUMO, eV: 6.46

***

Entry from the OMol25 dataset: a structure of composition FH3O3SSi at a distorted geometry (wB97M-V/def2-TZVPD).

```
! wB97M-V def2-TZVPD RIJCOSX def2/J DEFGRID3
* xyz 0 1
O 4.73 0.30 -1.16
O 4.79 0.81 1.10
O 2.53 -1.01 0.20
F 0.05 -1.30 0.28
Si 1.24 0.01 -0.04
S 4.36 1.26 -0.21
H 3.74 -0.69 -0.01
H 1.40 0.59 -1.32
H 1.32 0.74 1.13
*
```

Computed properties:
Energy above the lowest of the compared OMol25 structures with the same formula, charge and spin, eV: 1.215
LUMO, eV: -2.32
Gap between HOMO and LUMO, eV: 8.74

***

Entry from the OMol25 dataset: a cluster of 3 separate species, C3H11NOS2 in total at a distorted geometry (wB97M-V/def2-TZVPD).

```
! wB97M-V def2-TZVPD RIJCOSX def2/J DEFGRID3
* xyz 0 1
S 0.54 0.40 -2.84
S -0.96 -0.87 -2.50
C -1.63 -0.18 -1.08
C -0.78 0.12 0.12
C 0.17 -0.99 0.60
N 1.56 -0.60 0.37
H -1.98 1.79 -1.97
H -1.99 0.99 -1.59
H -2.53 -0.80 -0.93
H -0.17 0.99 -0.16
H -1.35 0.51 0.95
H 0.08 -1.10 1.67
H -0.11 -1.95 0.17
H 2.22 -1.33 0.65
H 1.81 -0.66 -0.61
H 1.77 0.65 1.85
H 2.02 1.82 2.80
O 1.32 1.21 2.50
*
```

Computed properties:
Energy above the lowest of the compared OMol25 structures with the same formula, charge and spin, eV: 3.608
LUMO, eV: -1.74
Gap between HOMO and LUMO, eV: 6.54